Record 1
The following is a DFT calculation (ωB97M-V/def2-TZVPD) of a molecular structure, C3H8Br3ClFN2O3PS at a distorted geometry.

The calculation puts the orbital gap at 8.18 eV. The HOMO energy comes out at -9.69 eV. The net charge is 0. Its strongest force on any atom is 8.68 eV/Å.

XYZ file:
```
23
C3H8Br3ClFN2O3PS ωB97M-V/def2-TZVPD
H -1.0610 2.3813 -0.0471
S -1.5841 -1.0902 0.2879
N -1.0328 1.3775 -0.4000
O -0.2406 -1.7456 0.6883
Cl -2.8799 2.4808 2.7435
N -1.5318 0.6178 0.6459
Br 3.0018 -4.3231 -1.7648
H 2.0609 -2.4521 -0.4080
Br 3.5992 -1.1588 -1.8872
H 0.8074 2.0264 -1.3492
H 1.5396 2.2150 1.1366
C 0.4334 1.1202 -0.6714
H 2.4696 0.8017 0.3056
P -3.1910 1.1807 1.0740
O -2.7069 -1.7242 1.1971
O -3.9214 2.0963 -0.2154
H -4.1108 1.4761 -0.9801
C 3.0763 -2.6575 -0.7627
H 1.0467 0.3879 1.5150
Br 4.2080 -2.8103 0.8122
F -2.0139 -1.4764 -1.3271
C 1.3913 1.1488 0.6754
H 0.6403 0.1278 -1.2685
```

Record 2
The following is a DFT calculation (ωB97M-V/def2-TZVPD) of a molecular structure, C6H9CdLiO5 at a distorted geometry.

As for the relative energy (zero: lowest compared OMol25 entry of this formula, charge and spin): 69.7 kcal/mol. The calculation puts the orbital gap at 6.06 eV. The HOMO energy comes out at -6.23 eV. The net charge is 0. Its strongest force on any atom is 4.20 eV/Å.

XYZ file:
```
22
C6H9CdLiO5 ωB97M-V/def2-TZVPD
C -2.1579 1.4529 -0.5234
H 3.1754 -1.4562 -0.6062
Cd 0.4551 0.2662 -0.8953
O -2.5251 -0.6989 0.5340
Li -0.5316 -2.1928 -0.7078
H -3.3227 -0.2349 -1.2790
C -0.9629 0.8941 1.4228
H 2.5472 0.9528 1.7495
H -0.5009 1.4493 2.2358
H -2.3211 -0.2997 2.5522
H 2.1597 -0.4145 1.8975
C 2.4170 0.0059 0.8933
H -2.0355 1.9669 -1.4833
C -1.8667 -0.1117 1.5792
H 2.6345 -2.1463 0.9242
O 2.1614 0.8860 -0.1363
C -2.3738 -0.0440 -0.7515
O -0.9121 1.5755 0.1727
O 1.1210 -1.5306 -0.3798
O -1.2899 -0.5590 -1.3867
C 2.3882 -1.3698 0.1714
H -2.9607 1.9137 0.0677
```

Record 3
The following is a DFT calculation (ωB97M-V/def2-TZVPD) of a molecular structure, C3H7N at a distorted geometry.

As for the relative energy (zero: lowest compared OMol25 entry of this formula, charge and spin): 66.0 kcal/mol. The calculation puts the orbital gap at 8.83 eV. The HOMO energy comes out at -7.96 eV. The net charge is 0. Its strongest force on any atom is 3.53 eV/Å.

XYZ file:
```
11
C3H7N ωB97M-V/def2-TZVPD
C -0.1017 -0.2558 -0.2261
H 0.3769 -1.7970 -1.3851
H -1.1829 0.6524 -0.3548
C 0.1883 -0.2314 1.2737
N -0.2922 -1.4186 -0.7425
H 0.0584 0.8881 -1.9920
H -0.2978 -1.0765 1.7614
C -0.1290 0.9997 -0.9284
H -0.0209 0.7130 1.7661
H 0.1449 1.9443 -0.5038
H 1.2561 -0.4182 1.3316
```

Record 4
The following is a DFT calculation (ωB97M-V/def2-TZVPD) of 3 unconnected molecules or ions with the total composition C2H6N2O2 at a distorted geometry.

As for the relative energy (zero: lowest compared OMol25 entry of this formula, charge and spin): 98.4 kcal/mol. The calculation puts the orbital gap (alpha / beta) at 7.71 / 7.71 eV. The HOMO energy (alpha / beta) comes out at -7.33 / -7.33 eV. The net charge is 0. Its strongest force on any atom is 3.31 eV/Å.

XYZ file:
```
12
C2H6N2O2 ωB97M-V/def2-TZVPD
H -2.5672 -1.0788 0.5240
C 1.0765 0.1306 0.5533
H 0.5394 1.2110 -1.8655
N -2.2778 -0.5417 -0.2878
H -2.9560 -0.2761 -0.9804
N -0.0784 -0.4172 0.3499
H -0.2285 0.8739 -1.7007
O 1.1813 1.1167 1.4767
H 2.0429 -1.4525 0.0699
C -1.0333 -0.1195 -0.4659
O 2.1903 -0.6629 0.6036
H 2.1107 1.2165 1.7229
```

Record 5
The following is a DFT calculation (ωB97M-V/def2-TZVPD) of a molecular structure, C12H18As2F13MnO9 at a distorted geometry.

As for the relative energy (zero: lowest compared OMol25 entry of this formula, charge and spin): 65.2 kcal/mol. The calculation puts the orbital gap (alpha / beta) at 7.44 / 7.74 eV. The HOMO energy (alpha / beta) comes out at -5.88 / -6.18 eV. The net charge is -1. Its strongest force on any atom is 7.87 eV/Å. The multiplicity is 6.

XYZ file:
```
55
C12H18As2F13MnO9 ωB97M-V/def2-TZVPD
F -26.5167 22.7659 -8.1932
F -22.9802 24.4641 -5.4437
H -24.3767 22.9732 -15.3927
O -22.4669 26.8546 -8.7789
F -23.8420 26.7887 -6.0746
H -18.9779 23.3666 -11.9299
As -24.4723 25.1409 -6.0664
F -28.9549 22.6825 -9.0530
C -21.2681 29.8602 -7.7340
O -25.6415 25.5422 -13.9828
H -19.6508 24.4236 -13.3066
F -26.0472 24.6252 -9.5482
F -23.9114 24.9286 -7.7549
C -26.2964 22.3844 -14.7062
As -27.4892 23.6711 -9.3366
H -21.8926 21.8979 -14.4821
H -27.0040 22.6744 -13.9295
O -24.6840 23.6090 -13.4118
C -19.8173 23.9154 -12.3568
H -18.4022 29.2091 -8.2545
C -20.8078 22.7993 -12.6572
F -28.3056 24.8276 -10.4237
C -20.3203 28.8774 -7.0582
H -21.8182 30.5644 -7.1099
C -21.1444 22.6021 -14.1183
O -22.0028 23.1524 -11.9910
H -26.8031 22.2144 -15.6562
C -25.6467 24.7890 -15.1802
F -25.1083 25.4071 -4.4565
H -18.5352 30.2362 -6.8273
F -28.0503 24.7825 -7.9405
H -20.2220 22.0875 -14.3873
O -20.7087 27.5986 -7.6625
H -20.5744 28.6702 -6.0187
C -21.7464 24.0617 -11.1476
H -21.2530 23.5405 -14.6621
H -18.1410 28.7556 -6.5147
F -25.0537 27.4385 -9.7031
C -21.7589 27.7833 -8.4415
C -25.1056 23.4289 -14.7225
H -26.5974 24.7939 -15.7134
H -25.9638 21.3733 -14.4717
O -22.5014 24.4840 -10.3281
F -26.0625 25.7572 -6.7247
F -26.7245 22.6218 -10.6875
O -20.5216 24.6209 -11.4114
Mn -24.1928 25.5354 -9.7134
H -20.5437 21.8301 -12.2342
H -24.8881 25.3742 -15.7001
C -18.7864 29.2573 -7.2356
O -22.0020 29.0981 -8.6144
F -25.2946 23.4610 -6.2790
O -24.8352 25.2787 -11.8984
H -20.6059 30.4965 -8.3210
C -25.1496 24.7988 -13.0345
```

Record 6
The following is a DFT calculation (ωB97M-V/def2-TZVPD) of a single C5H4O2 molecule at a distorted geometry.

As for the relative energy (zero: lowest compared OMol25 entry of this formula, charge and spin): 66.4 kcal/mol. Its SMILES is C=C1OC=CC1=O. The calculation puts the orbital gap at 9.07 eV. The HOMO energy comes out at -9.51 eV. The net charge is 0. Its strongest force on any atom is 6.81 eV/Å.

XYZ file:
```
11
C5H4O2 ωB97M-V/def2-TZVPD
H -2.3830 -0.2969 1.1790
O -0.1989 0.1790 -1.4615
C 1.0791 0.6311 -1.1404
C -0.7412 -0.1113 -0.1843
C 1.5769 -0.0164 0.0432
H 1.6159 1.4694 -1.8533
O 0.1416 -0.6052 1.8660
H -2.8331 0.1919 -0.5110
H 2.4312 0.6567 0.6016
C 0.3594 -0.3092 0.6920
C -2.0031 0.0372 0.1475
```